{"formula": "C2H3N3O2", "method": "ωB97M-V/def2-TZVPD", "species": ["O", "C", "O", "C", "N", "N", "N", "H", "H", "H"], "positions_angstrom": [[1.189765, 0.227922, 1.060840], [0.250232, 0.209611, 0.022712], [0.890279, 0.376332, -1.241644], [-0.648349, -1.239304, -0.179718], [-1.877512, -0.948246, -0.181681], [-1.954263, 0.523619, 0.087983], [-0.892446, 1.088572, 0.238041], [1.627843, 1.048384, 1.252367], [1.643474, 0.973597, -0.950362], [-0.229022, -2.260487, -0.108534]], "atomic_forces_ev_per_a": [[-1.3, -1.7, -0.5], [0.0, -3.1, -1.0], [0.7, 1.7, 2.2], [1.0, 1.7, 1.7], [1.4, -0.4, -0.1], [-1.0, 0.6, 0.1], [0.6, 0.4, -0.4], [-0.2, 1.0, -0.2], [-1.0, -0.9, -1.3], [-0.3, 0.8, -0.6]], "homo_ev": -10.315, "spin_multiplicity": 1, "smiles": "OC1(O)C=NN=N1"}